1 | The following is a DFT calculation (wB97M-V/def2-TZVPD) of C43H42N5O5SiY as an isolated structure.

Its net charge is -2. For the HOMO-LUMO gap, the calculation gives 6.434 eV.

Atoms and positions in Å:
Y: 0.19505 -0.27151 -0.01342
Si: -0.76842 -2.20850 3.00442
O: 1.02318 1.51047 1.33774
O: -1.91489 1.57216 0.79515
O: -2.29555 -4.02349 -0.59088
O: -0.68433 -2.48842 -0.49426
O: 2.07845 -1.79612 0.43705
N: 2.72642 0.48287 -0.46668
N: 1.17107 -1.95188 -2.56489
N: -1.12804 -0.72284 2.19497
N: -2.30214 -0.56937 -1.28704
N: 3.45401 -0.58328 -0.94732
C: 0.10136 -1.99361 4.73046
C: 1.47322 3.03690 -3.86459
C: 0.54136 -1.79190 -3.75854
C: -2.34275 -3.30104 3.29906
C: -3.95921 3.89190 -1.17180
C: -1.60090 3.89294 0.27500
C: -0.59301 -1.46777 -6.28572
C: -3.19623 5.04413 -1.09999
C: 2.92958 -4.15759 -0.78259
C: -2.93473 -1.71018 -0.63436
C: 0.37750 -0.49061 -4.27739
C: 5.19287 -4.10369 -2.37116
C: 3.36727 -5.31469 -1.39711
C: -2.35584 2.72456 0.19361
C: -3.68221 2.12763 3.99424
C: -1.88183 -2.86669 -0.55663
C: 3.29481 4.03180 0.01565
C: -3.37394 0.94649 4.64308
C: 0.06663 -2.89144 -4.48085
C: -3.16685 2.32067 2.71837
C: -2.01537 5.03988 -0.37570
C: 1.32067 1.74456 -4.32032
C: -2.54618 0.01995 4.04774
C: 3.29319 1.63176 -0.46228
C: 1.92912 4.97482 1.73185
C: -3.54687 2.73848 -0.52687
C: 0.40688 -3.47818 2.21244
C: -0.17761 -0.36951 -5.54665
C: 3.00116 -1.70949 -0.42424
C: -1.96070 0.17689 2.76782
C: 1.35385 3.74698 1.95068
C: 0.32769 0.98021 -2.18178
C: 1.65866 2.60247 1.15414
C: 4.75202 -2.94022 -1.76611
C: 3.60569 -2.95425 -0.97722
C: -0.49344 -2.73331 -5.73334
C: 4.49272 -5.28849 -2.20513
C: 0.94784 3.34778 -2.62528
C: 0.41143 2.34581 -1.83287
C: 0.72199 0.74970 -3.53648
C: -2.35661 1.38105 2.11315
C: 2.89088 5.13719 0.73724
C: 2.72386 2.77279 0.19769
H: 3.33728 6.11003 0.56499
H: 0.15233 -3.87532 -4.03976
H: 0.04643 -3.78347 1.23821
H: -0.68795 3.88390 0.85286
H: -4.15297 1.84529 -0.57220
H: -4.89196 3.89363 -1.72008
H: 1.69002 1.49173 -5.31021
H: 0.48021 -4.36747 2.84050
H: 5.26874 -2.00346 -1.90497
H: -2.73838 -3.61373 2.33737
H: -3.78569 0.74404 5.62726
H: 4.30398 1.74121 -0.88322
H: 1.97070 3.78453 -4.47447
H: 4.81808 -6.19215 -2.70668
H: -3.20629 -1.43139 0.38877
H: 4.07794 4.13705 -0.72743
H: -3.41789 3.22912 2.18418
H: -2.32707 -0.88221 4.58847
H: 0.98114 4.36759 -2.26224
H: 1.25699 -2.87120 -2.16582
H: -1.01074 -1.33360 -7.27703
H: 2.82527 -6.24141 -1.26165
H: 1.86190 -1.26234 -2.30926
H: -1.41458 5.93714 -0.30449
H: -0.83155 -3.60179 -6.28692
H: 1.63960 5.82412 2.34502
H: -3.51925 5.94246 -1.60786
H: -4.30835 2.88499 4.44760
H: 2.04690 -4.15151 -0.16071
H: -3.83096 -2.07619 -1.16175
H: 0.02492 2.66355 -0.87398
H: 6.08436 -4.10039 -2.98665
H: -2.92734 0.22862 -1.33130
H: -0.50825 -1.50200 5.48187
H: -2.04395 -0.82285 -2.23987
H: -3.14160 -2.79783 3.83557
H: 0.40409 -2.95780 5.13229
H: 0.62508 3.61106 2.74226
H: -2.09001 -4.20354 3.84988
H: 0.99771 -1.39457 4.60039
H: -0.30741 0.61821 -5.96876
H: 1.39897 -3.06064 2.09462

Atomic partial charges in e from the Mulliken method, atoms 1 to 5: -0.01 0.30 -0.66 1.57 -0.83



2 | The following is a DFT calculation (wB97M-V/def2-TZVPD) of C43H42N5O5SiY as an isolated structure.

Its net charge is -2. For the HOMO-LUMO gap, the calculation gives 6.317 eV.

Atoms and positions in Å:
Y: -0.05928 -0.05179 -0.15862
Si: -3.74622 1.03457 0.64564
O: 0.93118 4.06194 1.35512
O: -0.97023 -1.31436 -1.87113
O: 0.57939 2.14054 0.25190
O: 1.18232 -0.96540 1.81904
O: -0.48699 1.44883 -2.21301
N: -0.74368 1.03078 2.30037
N: -0.64816 -2.33272 2.21233
N: -1.00636 -2.05813 0.88597
N: 3.33021 0.78770 1.51459
N: -2.57809 0.80836 -0.57040
C: 2.07991 0.77628 -4.71968
C: -4.32374 -3.69667 -2.26817
C: -1.75796 1.36718 -2.79301
C: 4.56007 3.54329 -0.59712
C: 0.07351 2.21276 2.56731
C: -1.95255 1.62178 -4.13645
C: 4.42306 -1.45197 -1.31625
C: 0.01479 -2.45504 4.93310
C: -3.21860 1.50683 -4.70836
C: 1.06357 0.55673 -3.80246
C: 4.07300 2.84388 0.49314
C: -4.26526 1.10723 -3.89799
C: 1.66798 -2.10396 6.65000
C: 2.87540 -3.26156 -1.41141
C: 1.85103 -2.35938 -1.14514
C: -3.83022 -2.93715 -3.33960
C: 0.56160 2.89064 1.27845
C: -2.80856 1.01719 -1.90300
C: 3.70115 1.50267 0.38006
C: -2.53493 -2.81040 -0.87317
C: 3.37716 -0.55937 -1.05090
C: 2.51588 -1.53522 5.70959
C: -5.59164 1.11805 0.21785
C: 1.10615 2.90576 -3.21561
C: 0.57405 1.63745 -3.08706
C: -2.71781 -2.14563 -3.19694
C: 0.41539 -2.56188 6.25657
C: 0.86142 -1.88318 3.98611
C: -2.01998 -2.04736 -1.96144
C: 2.03394 -0.97549 -0.95570
C: 0.45934 -1.71330 2.54238
C: -3.66355 -3.62172 -1.06064
C: 4.69054 2.91221 -1.82718
C: 2.12319 3.11084 -4.13865
C: -4.05610 0.86178 -2.54978
C: 2.59705 2.05424 -4.90418
C: -1.93238 -2.82631 0.44525
C: -3.47512 2.70597 1.52546
C: 4.18351 -2.80560 -1.50021
C: 2.11194 -1.42184 4.38578
C: 4.29237 1.58697 -1.94390
C: 3.77910 0.87035 -0.86958
C: -3.72725 -0.33335 1.94015
H: -2.74817 -0.62152 2.31897
H: -2.35382 -1.53280 -4.01360
H: 2.78834 -0.05423 1.35056
H: -6.12314 1.33351 1.15179
H: -5.98023 0.17732 -0.17875
H: 2.64794 -4.31441 -1.54819
H: -0.42979 2.96725 3.17901
H: -1.68626 1.31872 2.07533
H: 3.39493 2.21842 -5.61903
H: 5.43892 -1.07027 -1.36466
H: 0.63164 -0.42129 -3.62864
H: -0.25396 -3.00184 6.98697
H: 0.72696 3.69766 -2.58362
H: 2.75400 -0.97362 3.63819
H: -0.80473 0.43861 3.12008
H: -4.35254 -0.03458 2.78860
H: -4.34289 -2.96001 -4.29604
H: 3.95737 3.33816 1.45143
H: -4.87811 0.48125 -1.96706
H: -5.20100 -4.32069 -2.38440
H: -1.11381 1.90624 -4.75582
H: -2.50329 3.14319 1.28433
H: 5.06257 3.45015 -2.69117
H: -4.16578 -1.23324 1.49814
H: 3.49340 -1.17419 6.00671
H: 1.97908 -2.18843 7.68483
H: 4.34837 1.08658 -2.90388
H: -2.31505 -3.57434 1.14501
H: -4.02010 -4.19949 -0.21225
H: -3.35832 1.70341 -5.76415
H: 2.55598 4.09808 -4.24499
H: -4.23414 3.41497 1.18139
H: -0.95382 -2.80821 4.60600
H: 4.82431 4.58878 -0.48492
H: 0.96525 1.89143 3.11377
H: 2.88781 1.36259 2.21662
H: 2.47800 -0.05938 -5.28273
H: -3.56359 2.63880 2.61507
H: 5.00285 -3.48892 -1.69905
H: 0.84493 -2.77022 -1.10380
H: -5.25538 0.95387 -4.31475
H: -5.81913 1.91418 -0.49370

Atomic partial charges in e from the Mulliken method, atoms 1 to 5: -0.29 0.43 -0.84 1.37 -0.68



Sorted by energy, starting with the most stable: 2, 1.



1 | The following is a DFT calculation (wB97M-V/def2-TZVPD) of one molecule with the formula CH4OS2.

Its net charge is 0. For the HOMO-LUMO gap, the calculation gives 9.267 eV.

Atoms and positions in Å:
S: -1.51222 1.18221 0.58539
S: 0.44135 0.97271 1.09105
O: 0.71881 -0.32301 -1.62030
C: 0.81526 -0.48241 -0.27680
H: -2.11773 0.68721 1.81171
H: 0.02118 -1.12569 0.21067
H: -0.15318 -0.11093 -1.76632
H: 1.78652 -0.80009 -0.03539

Atomic partial charges in e from the Mulliken method, atoms 1 to 5: -0.25 -0.07 -0.44 -0.45 0.18



2 | The following is a DFT calculation (wB97M-V/def2-TZVPD) of one molecule with the formula CH4OS2.

Its net charge is 0. For the HOMO-LUMO gap, the calculation gives 9.753 eV.

Atoms and positions in Å:
S: 1.62306 -1.21185 0.10281
S: 2.17341 0.63965 -0.46990
O: -1.01881 -0.20627 -1.27342
C: -0.32607 -0.78368 -0.09182
H: -0.39978 -0.06460 0.61812
H: -0.76098 0.80296 -1.33830
H: -0.72379 -1.70096 0.21539
H: 2.07917 1.38432 0.54551

Atomic partial charges in e from the Mulliken method, atoms 1 to 5: -0.04 -0.21 -0.50 -0.46 0.38



Sorted by energy, starting with the most stable: 1, 2.